The ion C6H17BrO2P with charge -1, computed with ωB97M-V/def2-TZVPD.

ORCA input file:
```
! RIJCOSX wB97M-V def2-TZVPD def2/J DEFGRID3
* xyz -1 1
Br 3.611 0.026 -0.615
P 1.469 -0.038 0.252
O -1.150 1.360 -0.740
O 1.677 -1.793 0.426
C -0.684 0.433 -1.783
C -2.281 2.194 -1.229
C -2.365 3.476 -0.159
C 0.801 -0.213 -1.528
C 1.366 -3.698 2.205
C 0.875 -2.223 1.614
H 1.348 1.407 0.174
H -3.308 1.591 -1.205
H 1.559 0.380 -2.232
H -1.323 4.016 -0.233
H -0.600 1.080 -2.782
H 0.179 -0.207 0.869
H -2.153 2.565 -2.333
H -1.419 -0.468 -1.982
H -0.274 -2.288 1.399
H 2.528 -3.854 2.162
H 2.092 0.165 1.562
H 0.827 -4.579 1.651
H 0.999 -1.461 2.522
H -2.414 2.988 0.915
H 1.047 -3.720 3.339
H -3.272 4.196 -0.390
H 0.865 -1.337 -1.878
*
```

Lowest unoccupied orbital energy: 0.1217 Ha
F_max: 0.0668 Eh/bohr
Kohn-Sham gap: 7.43 eV

Atom charges from the Löwdin analysis, given in e for atoms 1 to 2: 0.116 0.134